Density functional theory data (the ωB97M-V functional and the def2-TZVPD basis) for a structure of composition C26H44Cl2O2P2Sc.

Geometry as XYZ:
```
77
Properties=species:S:1:pos:R:3:forces:R:3
Sc -0.368 0.173 2.982 0.69 -1.17 -1.11
C 1.003 0.227 4.908 -0.09 1.01 -0.42
C 1.874 0.618 3.834 -0.55 0.65 0.40
C 0.171 2.194 3.989 0.68 -1.14 0.11
C -0.045 1.200 5.016 0.67 -0.09 -0.99
C 1.380 1.849 3.283 -0.21 -0.31 0.83
C 1.216 -0.922 5.824 -0.05 -0.58 0.48
H 2.113 -1.490 5.547 -0.27 0.16 0.16
H 0.367 -1.625 5.815 0.32 0.25 0.11
H 1.350 -0.544 6.854 -0.04 -0.24 -0.39
C -1.261 1.079 5.862 -0.64 0.06 0.27
H -1.281 0.120 6.391 0.03 0.24 -0.03
H -2.188 1.124 5.259 0.35 0.07 0.31
H -1.316 1.889 6.598 0.00 -0.15 -0.04
C -0.804 3.250 3.605 -0.23 0.67 -0.09
H -0.828 4.069 4.347 -0.07 -0.33 -0.34
H -1.825 2.840 3.544 0.11 0.19 0.08
H -0.561 3.689 2.624 -0.07 -0.09 0.41
C 2.084 2.711 2.282 0.18 -0.13 -0.37
H 2.655 3.513 2.776 -0.23 -0.27 -0.07
H 1.378 3.183 1.594 0.12 0.05 0.02
H 2.794 2.122 1.680 -0.25 0.27 0.25
C 3.178 -0.043 3.529 0.50 -0.11 -0.25
H 3.996 0.437 4.092 -0.29 -0.10 -0.19
H 3.444 -0.006 2.460 -0.12 0.08 0.42
H 3.169 -1.099 3.825 0.02 0.28 -0.06
C -0.466 -2.243 0.957 -0.23 0.50 0.87
C 0.661 -2.382 1.692 -0.68 -0.58 0.29
C 2.080 -2.430 1.211 0.50 0.66 0.18
C 2.501 -1.571 -0.015 0.50 -0.40 -0.24
C 2.040 -0.143 -0.051 0.09 0.19 0.92
C 0.835 0.337 -0.351 -0.51 0.50 0.18
C -0.396 -0.382 -0.850 -0.27 -0.14 0.17
C -0.574 -1.886 -0.498 -0.11 -0.16 -0.44
H 2.364 -3.480 1.026 -0.20 0.27 -0.02
H 2.235 -2.079 -0.946 0.02 0.04 0.11
H 2.708 -2.121 2.059 -0.13 -0.19 -0.29
H 0.129 -2.520 -1.059 -0.26 0.29 0.00
H -1.434 -2.446 1.458 0.70 0.20 -0.17
H 0.521 -2.746 2.735 0.04 0.33 -0.69
H -1.600 -2.163 -0.806 0.57 0.06 -0.09
H -1.278 0.151 -0.453 0.16 -0.08 -0.07
H 0.701 1.431 -0.252 0.15 -0.52 -0.27
H -0.485 -0.236 -1.947 0.12 -0.11 0.46
H 3.603 -1.528 0.015 -0.39 -0.24 -0.18
H 2.795 0.583 0.278 -0.34 -0.22 -0.24
P -0.856 -0.475 -4.500 -0.10 -0.89 -0.94
P -0.612 2.157 -5.867 -0.30 0.23 -1.94
C -0.914 -0.571 -6.397 0.02 0.05 0.31
C -1.275 0.786 -6.991 -0.05 0.24 0.42
H -1.664 -1.324 -6.683 0.42 0.07 0.08
H 0.075 -0.920 -6.747 -0.42 0.24 0.11
H -0.824 0.898 -7.990 -0.31 0.10 0.27
H -2.366 0.922 -7.095 0.37 -0.15 0.13
C -1.388 3.473 -6.894 0.05 0.34 0.07
H -0.985 4.438 -6.577 -0.21 0.06 -0.13
H -2.475 3.464 -6.761 0.16 0.12 0.01
H -1.151 3.316 -7.954 -0.12 0.11 0.17
C 1.005 2.220 -6.766 0.23 0.20 0.28
H 0.814 2.192 -7.848 0.18 0.01 0.31
H 1.653 1.381 -6.482 -0.01 0.24 -0.06
H 1.489 3.172 -6.515 0.16 -0.28 -0.06
C -2.375 -1.499 -4.298 0.05 -0.20 0.26
H -2.502 -1.785 -3.247 -0.17 -0.03 -0.20
H -2.295 -2.393 -4.934 -0.16 0.13 0.32
H -3.241 -0.904 -4.623 0.22 -0.19 0.17
C 0.469 -1.740 -4.345 0.01 -0.40 0.16
H 1.406 -1.317 -4.742 -0.29 -0.14 0.19
H 0.204 -2.635 -4.931 0.23 0.16 0.28
H 0.621 -2.008 -3.290 0.07 -0.07 -0.28
Cl -4.430 -0.648 5.019 -0.20 -0.39 -0.14
C -3.595 -2.135 4.511 0.44 0.18 0.17
Cl -4.366 -3.000 3.166 -0.08 0.20 0.25
C -2.183 -1.782 4.035 0.88 -0.88 0.42
O -1.221 -2.514 4.337 -1.61 1.76 -0.74
O -2.119 -0.692 3.301 0.38 -0.47 0.41
H -3.533 -2.781 5.386 -0.09 -0.04 -0.29
```
Forces are in eV/Å.

- Largest force on an atom: 2.50 eV/Å
- Net charge: +1
- Orbital gap: 5.81 eV
- Molar mass: 566.45 g mol⁻¹
- Calculated total energy: -96088.9950 eV

=====

Density functional theory data (the ωB97M-V functional and the def2-TZVPD basis) for an isolated molecule of C4H9NO2S.

Geometry as XYZ:
```
17
Properties=species:S:1:pos:R:3:forces:R:3
C 1.156 -1.029 0.641 -1.39 0.25 -0.25
C 0.199 -0.608 -0.584 0.98 -1.02 -1.74
C 0.785 -0.651 2.107 -3.00 -1.26 -2.75
C -1.057 1.200 -1.982 0.25 2.43 -1.37
N -0.055 0.865 -0.976 0.64 -2.04 4.27
O -1.925 0.808 0.934 -0.13 -0.65 -0.40
O 0.366 0.747 1.891 1.32 0.02 0.28
S -0.603 1.361 0.701 -0.41 2.12 0.13
H 1.388 -2.082 0.474 -0.19 -0.03 0.18
H 2.036 -0.490 0.509 1.87 0.82 -0.54
H 0.754 -1.057 -1.462 -0.81 0.35 0.81
H -0.732 -1.154 -0.445 -0.33 0.05 -0.22
H -0.198 -1.190 2.431 2.06 0.67 -0.10
H 1.693 -0.884 2.725 -1.17 1.18 -0.08
H -1.277 2.405 -1.912 0.31 -3.07 0.14
H -0.523 1.136 -2.981 -0.62 -0.14 1.05
H -2.007 0.624 -2.068 0.62 0.31 0.59
```
Forces are in eV/Å.

- Largest force on an atom: 4.77 eV/Å
- Orbital gap: 10.05 eV
- Molar mass: 135.19 g mol⁻¹
- Calculated total energy: -20710.9472 eV

=====

Density functional theory data (the ωB97M-V functional and the def2-TZVPD basis) for a structure of composition C2H3NS2.

Geometry as XYZ:
```
8
Properties=species:S:1:pos:R:3:forces:R:3
C 0.920 -0.637 2.672 -1.40 2.36 -8.26
C -0.764 -0.264 -0.812 -1.82 1.65 -2.59
H 1.667 0.366 2.496 -2.21 -2.99 1.26
H 0.884 -1.372 3.341 0.62 -2.28 3.43
H -1.890 -0.908 -0.750 3.85 1.67 0.10
N 0.126 -1.033 1.571 3.23 2.03 5.78
S 0.213 0.235 0.544 -1.14 -0.10 -2.70
S -0.368 0.675 -2.247 -1.13 -2.34 2.97
```
Forces are in eV/Å.

- Largest force on an atom: 8.70 eV/Å
- Orbital gap: 7.63 eV
- Molar mass: 105.19 g mol⁻¹
- Calculated total energy: -25278.9428 eV

=====

Relative energy (zero: lowest compared OMol25 entry of this formula, charge and spin) in kJ/mol, matching the order above: 0.0 394.2 350.0